# H2N2O3S2

The molecule H2N2O3S2 at a distorted geometry (ωB97M-V with the def2-TZVPD basis set, OMol25).

Geometry (Å):
S: 2.7487 0.3300 0.1109
S: 1.0668 -1.4833 -0.0814
O: 4.1762 0.4697 -0.1839
O: 1.7776 1.3437 -0.1749
O: 2.0262 -1.0513 -1.1361
N: 2.3607 -0.5904 1.2933
N: -0.1847 -0.4206 -0.0373
H: -0.0082 0.4906 0.2809
H: -1.0988 -0.8091 -0.1835

Force components x, y, z for each atom (eV/Å):
S 2.5 0.2 0.1
S 0.2 1.8 3.5
O -3.2 0.1 0.4
O 0.9 0.7 -0.7
O 1.1 0.4 -1.7
N -1.8 -2.1 -1.7
N 0.4 -2.6 -0.4
H 0.0 1.5 0.2
H -0.2 0.2 0.2

## Properties
E, Eh: -1132.65854
HOMO-LUMO gap, Eh: 0.3058
HOMO level, eV: -10.07